Record 1
11
Properties=species:S:1:pos:R:3:forces:R:3 method="wB97M-V/def2-TZVPD" gap_ev=9.46 lumo_ev=0.097 relative_energy_kcal_mol=40.4 e_homo_ev=-9.4
C -0.782305 -1.014317 0.525537 -0.308 -0.125 0.203
C 0.181622 -1.153104 -0.614548 0.134 -0.165 -0.254
C 0.112199 0.110955 0.160761 3.669 2.136 2.883
P -0.417866 1.686369 -0.554589 -0.320 -0.387 -0.174
Br -0.315434 2.960522 1.248293 -0.088 0.086 0.154
Br 1.482286 2.227583 -1.549429 0.168 0.046 -0.125
H -1.837926 -0.916910 0.307797 -0.029 0.030 -0.088
H -0.579239 -1.550287 1.439905 0.095 0.021 0.047
H 1.049220 -1.787034 -0.497386 0.005 0.061 0.107
H -0.208216 -1.140382 -1.624394 -0.070 0.035 -0.026
H 1.315659 0.576605 1.158054 -3.255 -1.739 -2.727

Record 2
20
Properties=species:S:1:pos:R:3:forces:R:3 method="wB97M-V/def2-TZVPD" gap_ev="8.42 / 8.42" total_charge=+1 lumo_ev="-3.233 / -3.232" relative_energy_kcal_mol=146.2 e_homo_ev="-11.6 / -11.6"
C -2.369916 1.453810 -1.177409 0.744 0.458 -0.854
C -2.381658 0.719441 -0.225820 -1.296 -0.680 0.660
C 1.316792 1.405277 -1.826127 -1.750 0.424 -0.370
C -0.245551 -0.855492 1.537221 0.682 -0.855 -0.593
C -1.588902 -1.492378 1.472262 0.014 0.340 -3.220
C 1.361133 0.438435 0.393317 0.210 2.628 -1.643
N 1.896451 1.100491 -0.689603 -1.573 -1.003 0.271
N 0.086769 -0.181517 0.240130 -0.037 -2.185 -2.297
S -2.875976 -0.178050 1.141985 -0.289 -0.441 0.264
H -2.137736 2.071708 -2.028052 -0.403 -0.090 0.313
H 0.232293 1.158992 -1.953643 1.246 0.225 0.099
H 1.747977 2.170032 -2.486781 0.061 -0.788 0.388
H -0.200237 -0.050336 2.251882 0.353 -0.105 0.583
H 0.476764 -1.696853 1.626381 -0.037 0.948 0.596
H -1.469432 -2.297391 0.624548 -1.110 1.157 1.839
H -1.881667 -1.820482 2.442308 -0.250 -0.795 0.487
H 1.895498 -0.068934 1.115011 1.773 -0.367 1.005
H 2.847506 1.407047 -0.708680 0.776 -0.002 0.985
H 0.261324 -0.892728 -0.551812 -0.823 0.408 1.158
H -0.830062 0.269662 -0.109418 1.710 0.721 0.327

Here are the calculated F_max numbers, same order: 5.13 3.24 (eV/Å).